DFT (the ωB97M-V functional and the def2-TZVPD basis) results for a 3-piece molecular cluster, C12H11N2O8S overall.

Its spin multiplicity is 1. As for the net charge: -1. For the HOMO-LUMO gap, the calculation gives 0.1226 Ha.

Each line ends with the Löwdin charge.
Atoms and positions in Å:
S -2.428 -0.599 -1.243  0.419
O -1.064 5.110 -5.718  0.072
O 0.103 2.719 -1.851  0.119
O 1.878 -0.445 6.053  0.102
O 0.729 -0.074 3.781  0.105
O 1.784 -5.053 5.181  0.084
O -1.249 2.938 -7.131  0.095
O 0.071 0.553 -3.295  0.068
O 0.665 -4.692 2.847  0.111
N -2.042 -1.523 0.129  -0.694
N -1.407 -0.710 1.147  -0.244
C -0.624 1.611 -5.291  0.080
C -0.895 2.793 -5.857  -0.250
C -0.465 4.038 -3.701  0.064
C 1.901 -2.772 5.751  0.060
C -0.234 1.565 -3.891  -0.317
C 0.618 -2.363 3.155  0.085
C 0.942 -1.244 4.025  -0.305
C 1.563 -3.890 4.888  -0.324
C 0.914 -3.604 3.565  -0.242
C 1.612 -1.530 5.347  -0.248
C -0.816 4.083 -5.100  -0.331
C -0.201 2.852 -3.121  -0.242
H -0.720 -0.085 0.738  0.005
H 1.548 0.300 5.506  0.116
H 0.973 -5.446 3.386  0.112
H 0.126 -2.142 2.207  0.107
H -0.673 0.678 -5.833  0.134
H -1.260 -0.566 -1.924  -0.242
H -1.375 3.901 -7.253  0.111
H 0.171 1.754 -1.680  0.119
H -2.088 -0.141 1.641  0.015
H -0.437 4.970 -3.155  0.129
H 2.380 -2.984 6.697  0.127